(1)
{"formula": "C2H4N2", "method": "ωB97M-V/def2-TZVPD", "total_charge": 0, "orbital_gap_ha": 0.3948, "smiles": "CC1N=N1", "e_above_lowest_ev": 3.875, "e_lumo_ha": 0.023, "homo_ha": -0.3718, "elements": ["N", "N", "C", "C", "H", "H", "H", "H"], "positions_angstrom": [[1.656, 0.268, -0.591], [1.831, -0.524, 0.330], [-1.000, -0.158, -0.289], [0.677, 0.317, 0.461], [-1.164, 0.661, -0.828], [-0.864, -1.102, -0.812], [-1.641, -0.509, 0.502], [0.506, 1.047, 1.228]], "nbo_charge": [-0.0595, -0.0704, -0.6193, -0.0521, 0.2000, 0.2061, 0.2099, 0.1853]}

(2)
{"formula": "C3H6N4O", "method": "ωB97M-V/def2-TZVPD", "total_charge": 0, "orbital_gap_ha": 0.3205, "smiles": "[H]/N=c1/[nH]c(N)cn1O", "e_above_lowest_ev": 3.551, "e_lumo_ha": 0.025, "homo_ha": -0.2955, "elements": ["O", "N", "N", "N", "N", "C", "C", "C", "H", "H", "H", "H", "H", "H"], "positions_angstrom": [[2.065, -1.300, 0.110], [1.938, 1.526, 0.065], [0.993, -0.650, -0.527], [-0.331, 0.970, -0.242], [-2.393, 0.090, 0.012], [1.008, 0.680, -0.321], [-1.045, -0.202, -0.086], [-0.260, -1.197, -0.151], [-3.056, -0.691, -0.035], [2.114, -0.791, 1.031], [-2.688, 0.711, 0.812], [-0.564, -2.227, -0.337], [2.876, 1.072, -0.061], [-0.658, 2.008, -0.269]], "nbo_charge": [-0.5406, -0.7790, -0.1327, -0.5981, -0.8263, 0.5293, 0.3122, -0.2029, 0.3865, 0.4490, 0.3889, 0.2287, 0.3485, 0.4365]}

(3)
{"formula": "C15H28N5O3P2RhS2Se2Te2", "method": "ωB97M-V/def2-TZVPD", "total_charge": 0, "orbital_gap_ha": 0.2306, "e_above_lowest_ev": 0.582, "e_lumo_ha": -0.018, "homo_ha": -0.2488, "elements": ["Te", "Te", "Rh", "Se", "Se", "S", "S", "P", "P", "O", "O", "O", "N", "N", "N", "N", "N", "C", "C", "C", "C", "C", "C", "C", "C", "C", "C", "C", "C", "C", "C", "C", "H", "H", "H", "H", "H", "H", "H", "H", "H", "H", "H", "H", "H", "H", "H", "H", "H", "H", "H", "H", "H", "H", "H", "H", "H", "H", "H", "H"], "positions_angstrom": [[-3.015, 5.927, 1.094], [-1.963, 4.191, 2.859], [-1.303, 2.654, 1.062], [0.394, 4.225, 2.216], [-2.038, 4.289, -0.568], [-2.785, -0.532, 3.636], [-3.370, 1.499, 1.318], [0.126, 0.987, -1.822], [0.081, -1.457, -0.215], [0.286, -0.724, 1.040], [-0.897, 1.625, -0.960], [0.421, -0.560, -1.532], [-1.188, 1.235, 2.654], [-0.425, 0.904, -3.367], [1.603, 1.723, -1.740], [1.098, -2.744, -0.350], [-1.431, -2.000, -0.552], [-0.420, 0.513, 3.557], [0.919, 0.734, 3.857], [-1.197, 2.026, -3.894], [1.848, 2.651, -0.627], [-1.135, -0.497, 4.205], [-2.264, -2.345, 0.600], [-2.214, -1.591, -1.714], [-0.530, -1.306, 5.161], [2.790, 0.941, -2.078], [0.247, 0.122, -4.391], [-2.408, 0.766, 2.547], [1.521, -0.075, 4.801], [2.416, -2.659, 0.267], [0.805, -1.088, 5.448], [1.042, -3.597, -1.523], [1.677, -3.217, -2.333], [1.915, 2.128, 0.331], [-2.892, -3.203, 0.350], [1.385, -4.600, -1.263], [1.299, -1.706, 6.186], [3.599, 1.625, -2.334], [2.794, 3.157, -0.822], [2.722, -3.653, 0.599], [2.612, 0.300, -2.940], [0.017, -3.673, -1.884], [-0.575, 2.664, -4.531], [-2.028, 1.642, -4.489], [-1.086, -2.086, 5.665], [-1.580, -1.446, -2.583], [-0.494, -0.288, -5.082], [-2.763, -0.663, -1.520], [1.453, 1.525, 3.349], [-1.603, 2.623, -3.082], [3.111, 0.313, -1.239], [3.169, -2.288, -0.440], [-2.932, -2.382, -1.943], [2.375, -1.996, 1.127], [-2.904, -1.501, 0.871], [0.950, 0.733, -4.967], [2.564, 0.077, 5.045], [-1.648, -2.604, 1.458], [1.063, 3.400, -0.569], [0.786, -0.716, -3.951]], "nbo_charge": [0.0743, 0.6143, 0.3367, -0.4382, -0.3313, 0.4024, -0.0555, 2.5444, 2.4951, -1.1082, -1.1305, -1.1218, -0.5679, -0.8107, -0.8162, -0.7997, -0.8240, 0.2223, -0.2235, -0.4071, -0.4171, -0.2443, -0.4057, -0.4060, -0.2134, -0.4024, -0.4089, -0.1021, -0.1980, -0.4096, -0.2233, -0.4063, 0.1766, 0.1951, 0.1926, 0.2012, 0.2143, 0.2055, 0.2006, 0.1964, 0.2028, 0.2191, 0.1842, 0.1971, 0.2194, 0.2118, 0.2016, 0.2088, 0.2381, 0.2428, 0.1866, 0.1732, 0.1961, 0.2422, 0.2027, 0.1869, 0.2128, 0.2228, 0.2379, 0.2130]}

(4)
{"formula": "C10H19F6N3O8P2", "method": "ωB97M-V/def2-TZVPD", "total_charge": 0, "orbital_gap_ha": 0.3836, "smiles": "[H]/N=C/CO[P@@](=O)(ON)O[PH2]=N.CCOC(=O)C(F)(F)F.CCOC(=O)C(F)(F)F", "e_lumo_ha": 0.020, "homo_ha": -0.3636, "elements": ["P", "P", "F", "F", "F", "F", "F", "F", "O", "O", "O", "O", "O", "O", "O", "O", "N", "N", "N", "C", "C", "C", "C", "C", "C", "C", "C", "C", "C", "H", "H", "H", "H", "H", "H", "H", "H", "H", "H", "H", "H", "H", "H", "H", "H", "H", "H", "H"], "positions_angstrom": [[1.756, 2.070, -1.927], [2.925, -0.516, -2.630], [-3.036, 0.835, 0.944], [-2.964, -7.192, 0.041], [-2.121, 0.857, 2.899], [-4.426, -6.409, 1.428], [-0.901, 1.120, 1.129], [-2.323, -6.053, 1.767], [-2.968, 3.520, 0.943], [1.656, -1.041, -1.840], [2.462, 0.976, -2.928], [4.011, -0.413, -1.488], [-4.421, -4.385, -0.334], [-2.161, -4.449, -0.348], [-1.543, 3.446, 2.697], [3.351, -1.241, -3.817], [1.861, 1.838, -0.411], [5.974, 2.017, -1.212], [1.574, -2.470, -1.623], [5.952, 0.797, -0.883], [-3.270, -6.154, 0.830], [-3.372, -4.865, -0.022], [5.395, -0.213, -1.848], [-2.279, 2.938, 1.728], [-1.570, 4.890, 2.828], [-2.780, 5.339, 3.612], [-2.097, -3.265, -1.181], [-2.221, -2.009, -0.346], [-2.094, 1.401, 1.685], [-2.876, -3.321, -1.939], [0.482, 2.129, -2.512], [6.340, 2.599, -0.459], [1.352, -2.509, -0.633], [-2.803, 4.857, 4.590], [-1.127, -3.321, -1.669], [-2.738, 6.419, 3.759], [-2.087, -1.135, -0.983], [-0.642, 5.128, 3.342], [1.002, 1.545, 0.034], [-1.546, 5.330, 1.832], [2.435, 3.184, -2.417], [2.514, -2.851, -1.724], [-3.700, 5.101, 3.081], [5.486, 0.165, -2.864], [5.900, -1.175, -1.775], [-3.200, -1.946, 0.126], [6.294, 0.423, 0.085], [-1.458, -1.989, 0.433]], "nbo_charge": [1.6075, 2.5746, -0.2985, -0.3117, -0.3030, -0.2997, -0.3251, -0.3099, -0.5432, -0.6934, -1.0892, -0.8123, -0.5434, -0.4794, -0.4751, -1.0757, -1.2856, -0.5796, -0.4861, 0.1153, 0.8973, 0.6947, -0.1271, 0.6943, -0.0772, -0.6390, -0.0865, -0.6391, 0.9001, 0.2008, -0.0827, 0.3424, 0.3508, 0.2177, 0.2112, 0.2244, 0.2261, 0.2000, 0.3937, 0.2012, -0.0679, 0.3492, 0.2254, 0.2146, 0.1947, 0.2267, 0.1584, 0.2093]}

(5)
{"formula": "C12H12", "method": "ωB97M-V/def2-TZVPD", "total_charge": 0, "orbital_gap_ha": 0.3702, "smiles": "c1ccccc1.c1ccccc1", "e_above_lowest_ev": 3.856, "e_lumo_ha": 0.034, "homo_ha": -0.3362, "elements": ["C", "C", "C", "C", "C", "C", "C", "C", "C", "C", "C", "C", "H", "H", "H", "H", "H", "H", "H", "H", "H", "H", "H", "H"], "positions_angstrom": [[-1.024, 0.192, -0.337], [-1.537, -1.076, -0.241], [-1.965, 1.275, -0.188], [-2.948, -1.279, -0.010], [2.584, 1.069, 0.762], [2.313, -0.106, 1.477], [2.504, 0.080, -1.422], [2.714, 1.102, -0.583], [2.360, -1.128, -0.671], [2.170, -1.199, 0.769], [-3.766, -0.167, 0.151], [-3.267, 1.157, 0.104], [2.398, 0.157, -2.484], [2.094, -2.165, -0.889], [-4.019, 2.040, 0.512], [-1.632, 2.302, 0.185], [-3.706, -2.055, 0.149], [2.433, 2.109, 1.321], [-4.841, -0.135, 0.329], [2.920, 2.093, -0.987], [-0.835, -1.856, -0.423], [-0.033, 0.224, -0.443], [2.235, -2.269, 1.288], [2.162, 0.026, 2.566]], "nbo_charge": [-0.1971, -0.2009, -0.2298, -0.2507, -0.2062, -0.2161, -0.2245, -0.2241, -0.2182, -0.2284, -0.2135, -0.2076, 0.2329, 0.2212, 0.2176, 0.2081, 0.2388, 0.2160, 0.2044, 0.2111, 0.2123, 0.2154, 0.2193, 0.2201]}

(6)
{"formula": "C42H49BF3FeN8O4S3", "method": "ωB97M-V/def2-TZVPD", "total_charge": 2, "orbital_gap_ha": [0.1736, 0.1729], "spin_multiplicity": 6, "e_above_lowest_ev": 0.436, "e_lumo_ha": [-0.275, -0.276], "homo_ha": [-0.4482, -0.4491], "s_squared": 8.7916, "elements": ["Fe", "S", "S", "S", "F", "F", "F", "O", "O", "O", "O", "N", "N", "N", "N", "N", "N", "N", "N", "C", "C", "C", "C", "C", "C", "C", "C", "C", "C", "C", "C", "C", "C", "C", "C", "C", "C", "C", "C", "C", "C", "C", "C", "C", "C", "C", "C", "C", "C", "C", "C", "C", "C", "C", "C", "C", "C", "C", "C", "C", "C", "B", "H", "H", "H", "H", "H", "H", "H", "H", "H", "H", "H", "H", "H", "H", "H", "H", "H", "H", "H", "H", "H", "H", "H", "H", "H", "H", "H", "H", "H", "H", "H", "H", "H", "H", "H", "H", "H", "H", "H", "H", "H", "H", "H", "H", "H", "H", "H", "H", "H"], "positions_angstrom": [[-2.401, -1.137, 1.291], [-2.526, 1.773, 1.247], [-0.697, -1.439, 2.815], [-2.645, 0.401, -0.389], [-8.447, -2.405, -0.423], [-7.506, -2.054, 1.524], [-8.990, -0.694, 0.751], [-6.871, -0.569, -1.524], [-6.072, 0.090, 0.549], [0.518, -4.581, -4.995], [-0.886, -3.238, -6.104], [0.052, 0.868, -0.902], [1.250, 1.338, -1.428], [0.882, -0.822, 0.724], [1.501, 1.955, 2.002], [0.249, 1.542, 1.547], [-2.667, -2.984, 0.242], [1.626, -1.287, -0.354], [-3.915, -2.029, 2.401], [-0.458, -4.070, -2.529], [-2.239, -2.740, -3.430], [-5.402, -2.331, 4.266], [-2.171, -3.257, -1.049], [3.991, 2.520, 2.841], [-0.877, 2.285, 1.791], [2.617, -2.095, -0.068], [1.992, 4.461, -2.901], [2.914, -2.480, 1.282], [1.042, 2.150, -2.473], [2.250, 2.950, -3.051], [2.339, -2.643, 3.684], [0.834, -1.520, 1.948], [4.929, -2.123, -1.076], [3.593, 2.561, -2.376], [2.970, 3.643, 2.994], [-2.787, -2.659, -2.154], [3.444, -4.071, -1.357], [-7.885, -1.420, 0.365], [1.600, 3.158, 2.553], [-2.067, 4.391, 2.719], [-0.956, -3.960, -1.241], [-5.023, -3.682, 4.366], [-2.777, 2.471, -2.867], [-1.434, 2.031, -2.376], [-2.910, -3.802, 1.215], [-6.801, -0.556, -0.299], [0.475, 4.009, 2.690], [-4.857, -1.539, 3.237], [-3.658, -3.370, 2.371], [3.355, 4.875, 2.147], [-1.188, 1.103, -1.351], [-0.243, 2.490, -2.920], [2.923, 4.136, 4.471], [2.435, 2.642, -4.564], [3.434, -2.509, -1.258], [-4.074, -4.177, 3.467], [-0.814, 3.584, 2.376], [-1.085, -3.495, -3.620], [-0.416, -3.840, -4.966], [2.028, -2.217, 2.284], [2.908, -1.893, -2.535], [0.217, 0.420, 0.539], [-5.476, -4.340, 5.048], [3.414, 4.594, 1.095], [2.687, 1.602, -4.775], [2.443, -4.463, -1.091], [-5.144, -0.486, 3.151], [1.517, 2.916, -5.117], [-1.590, -2.597, -5.852], [3.277, -3.163, 3.738], [3.568, -2.014, -3.374], [3.901, 4.513, 4.825], [1.818, 4.743, -1.868], [2.859, 5.054, -3.244], [0.645, 4.989, 3.067], [3.844, -2.972, 1.522], [-0.259, 3.172, -3.761], [4.970, 2.966, 2.964], [-1.803, 5.455, 2.774], [-6.130, -1.953, 4.996], [3.972, 2.179, 1.815], [-0.402, -4.386, -0.393], [3.674, -4.441, -2.375], [-2.480, 4.117, 3.707], [2.566, 3.328, 5.152], [-2.829, 4.266, 1.969], [5.474, -2.453, -1.952], [3.211, 3.292, -4.947], [5.058, -1.039, -1.060], [-3.124, 1.875, -3.698], [2.712, -0.856, -2.355], [1.570, -3.333, 4.109], [2.189, 4.967, 4.549], [2.360, -1.769, 4.312], [-3.703, -2.096, -2.066], [0.457, -4.694, -2.641], [-2.430, -4.780, 1.297], [1.142, 4.788, -3.527], [-2.691, -2.204, -4.225], [5.380, -2.543, -0.180], [2.603, 5.664, 2.225], [-2.777, 3.479, -3.206], [-3.597, -5.170, 3.544], [1.968, -2.366, -2.871], [4.333, 5.253, 2.491], [4.155, -4.512, -0.691], [4.453, 3.134, -2.698], [-3.569, 2.346, -2.082], [3.480, 2.568, -1.289], [3.801, 1.680, 3.510], [3.877, 1.532, -2.641]], "mulliken_spin": [3.6877, -0.0081, 0.1517, 0.0419, 0.0000, 0.0000, -0.0001, 0.0014, 0.0045, 0.0003, 0.0000, -0.0633, 0.0147, -0.0507, 0.0673, -0.0423, 0.0156, 0.1039, 0.0231, -0.0004, -0.0036, -0.0015, 0.0265, 0.0018, -0.0799, 0.0059, 0.0002, 0.1258, -0.0087, 0.0016, -0.0018, 0.2607, -0.0044, 0.0008, -0.0006, -0.0032, 0.0056, -0.0002, -0.0048, 0.0016, -0.0146, 0.0074, -0.0015, -0.0041, 0.0177, -0.0007, 0.0296, 0.0228, 0.0278, -0.0016, -0.0422, 0.0021, -0.0009, 0.0004, -0.0063, -0.0073, -0.0020, 0.0002, -0.0003, -0.0511, -0.0061, 0.7689, 0.0002, 0.0001, 0.0000, -0.0032, 0.0045, 0.0000, 0.0000, -0.0009, -0.0001, 0.0003, 0.0000, 0.0001, 0.0017, -0.0020, 0.0002, 0.0002, -0.0012, 0.0001, -0.0021, -0.0011, 0.0011, -0.0009, -0.0001, -0.0005, 0.0001, 0.0001, 0.0004, 0.0027, 0.0002, -0.0014, 0.0005, -0.0038, -0.0056, -0.0002, -0.0001, -0.0001, -0.0002, 0.0009, 0.0006, 0.0011, 0.0001, 0.0013, 0.0000, 0.0029, 0.0000, -0.0006, -0.0018, -0.0005, -0.0002]}

What largest force on an atom values result from the calculations? In sequence: 0.1444; 0.1269; 0.0140; 0.0079; 0.1117; 0.0691 Eh/bohr.
What E values result from the calculations? In sequence: -5115.0851; -11213.2259; -218145.1221; -66412.2902; -12635.0728; -140165.5083 eV.